Computed, not measured: a structure of composition C25H36CuN7O2SSi, with the ωB97M-V functional and the def2-TZVPD basis.

Computed properties:
Max |F| in eV/A: 1.4
Energy relative to the best compared isomer or geometry (same formula, charge and spin) in kcal per mole: 0.0
2S+1: 2
HOMO-LUMO gap (spin up / spin down) in eV: 6.8 / 7.0
Expectation value of S²: 0.76
HOMO (spin up / spin down) in eV: -4.0 / -4.4
Total charge: -1

Geometry as XYZ:
```
73
Properties=species:S:1:pos:R:3:mulliken_spin:R:1
Cu 0.92787 1.03973 -0.40559 0.345
C 3.15047 3.07083 -0.41519 0.127
C 2.14867 2.38403 0.50621 0.190
O 2.05447 2.75373 1.66151 0.091
H 3.25047 4.12183 -0.14579 -0.016
H 2.88637 2.96143 -1.46149 -0.001
H 4.10757 2.57563 -0.25029 -0.007
S 2.86007 -0.20157 -1.32679 0.117
C 3.56477 -1.00137 -0.02879 -0.027
N 3.44827 -0.53367 1.21931 -0.001
C 3.92727 -1.25847 2.37451 0.000
C 4.00287 -2.74547 2.03961 0.000
C 4.83817 -2.92837 0.77651 0.001
N 4.35157 -2.05797 -0.27329 0.009
H 2.81647 0.24743 1.35071 0.018
H 3.24437 -1.08467 3.20911 0.000
H 4.91977 -0.87757 2.65101 0.000
H 2.99067 -3.10937 1.86351 0.000
H 4.43717 -3.31117 2.86261 0.000
H 4.77847 -3.96217 0.42391 0.000
H 5.89247 -2.69277 0.98041 0.000
H 4.21797 -2.47757 -1.19569 0.001
N 0.70877 -1.97597 1.29591 0.003
C 0.89797 -2.82587 0.52811 -0.001
C 1.14497 -3.88287 -0.32769 0.000
C 2.13087 -3.80177 -1.29249 0.004
N 3.00287 -3.76857 -2.05619 0.000
C 0.49307 -5.09607 -0.16449 0.000
N -0.01513 -6.12677 -0.03539 0.000
C -0.04463 2.22943 -3.18169 -0.004
Si -1.15393 2.93333 -1.80239 -0.003
C -2.97083 2.55643 -2.32849 0.006
C -0.97403 4.84373 -1.88559 0.001
N -0.66553 2.23433 -0.31569 0.111
C -1.25393 2.43853 0.88811 0.011
C -2.32963 3.32513 1.07931 0.005
C -2.94113 3.47053 2.30391 0.000
C -2.50273 2.75943 3.41041 0.001
C -1.42463 1.90023 3.25801 -0.003
C -0.82253 1.73493 2.02931 0.003
H -0.49213 2.37363 -4.16219 -0.001
H 0.11897 1.16623 -3.04129 0.001
H 0.92857 2.71023 -3.19229 0.000
H -3.24363 3.13873 -3.20559 0.000
H -3.68003 2.79183 -1.53979 0.000
H -3.09523 1.50743 -2.58219 -0.001
H -1.05903 5.20243 -2.90769 0.000
H -0.00383 5.14443 -1.50229 0.001
H -1.73133 5.34863 -1.29379 -0.001
H -2.67623 3.91153 0.24431 0.001
H -3.77443 4.15753 2.39631 0.000
H -2.97803 2.89243 4.37311 0.000
H -1.05113 1.35223 4.11501 0.000
H 0.03337 1.07903 1.93151 -0.005
O -0.23293 -0.42247 -1.28999 0.025
C -1.34933 -0.79527 -0.91719 -0.008
C -2.33463 -1.40687 -1.88419 0.005
C -2.53173 -2.91027 -1.63309 0.000
C -2.43103 -3.30907 -0.16059 0.000
C -3.37153 -2.54587 0.76861 0.000
C -3.07833 -1.03047 0.80971 0.000
N -1.76203 -0.68207 0.34121 0.001
H -1.97493 -1.23407 -2.89889 -0.001
H -3.28873 -0.89397 -1.75669 0.001
H -1.77453 -3.47307 -2.18239 0.000
H -3.50763 -3.20997 -2.02669 0.000
H -1.41033 -3.15657 0.18981 0.000
H -2.63543 -4.37977 -0.07969 0.000
H -3.25293 -2.96527 1.76791 0.000
H -4.40613 -2.70717 0.46031 0.000
H -3.16573 -0.65597 1.82951 0.000
H -3.81293 -0.49567 0.19871 0.000
H -1.07103 -0.36337 1.01181 -0.001
```